# 1
DFT (wB97M-V/def2-TZVPD) results for 2 unconnected molecules or ions with the total composition C9H11N3O2 at a distorted geometry.

ΔE to the lowest compared entry with this formula, charge and spin	215.9	kJ/mol
E_LUMO	0.4179	eV
charge	0
M	193.21	g/mol
orbital gap	8.48	eV

Element x y z (Å)
1 C -0.70 0.06 -0.34
2 C 0.53 -0.43 -0.19
3 N 0.97 -1.03 0.98
4 C 0.35 -1.13 2.23
5 C 1.24 -1.87 3.00
6 N 2.30 -2.27 2.29
7 C 2.16 -1.74 1.09
8 C -0.91 0.84 -1.55
9 C 0.08 2.02 -1.43
10 C 1.33 1.95 -2.14
11 N 1.27 1.69 -0.70
12 H -1.42 -0.06 0.57
13 H 1.22 -0.71 -0.95
14 H -0.65 -0.77 2.36
15 H 1.18 -2.19 4.08
16 H 2.93 -1.85 0.38
17 H -0.74 0.22 -2.53
18 H -2.04 1.25 -1.71
19 H -0.49 2.90 -1.05
20 H 1.51 1.00 -2.71
21 H 1.82 3.02 -2.42
22 H 1.68 2.29 -0.02
23 O -5.18 -1.44 -0.63
24 C -4.57 -1.03 0.25
25 O -3.88 -0.74 1.13

So, what does the natural (NBO) scheme give us? The charges, in e, come out as:
1 C -0.312
2 C 0.069
3 N -0.360
4 C -0.119
5 C -0.073
6 N -0.460
7 C 0.160
8 C -0.445
9 C -0.102
10 C -0.247
11 N -0.605
12 H 0.222
13 H 0.195
14 H 0.221
15 H 0.208
16 H 0.200
17 H 0.215
18 H 0.221
19 H 0.213
20 H 0.207
21 H 0.206
22 H 0.385
23 O -0.504
24 C 1.024
25 O -0.519

=====

# 2
DFT (wB97M-V/def2-TZVPD) results for a single C5H9NO molecule at a distorted geometry.

ΔE to the lowest compared entry with this formula, charge and spin	473.1	kJ/mol
E_LUMO	0.8840	eV
charge	0
M	99.13	g/mol
orbital gap	9.40	eV

Element x y z (Å)
1 C -0.17 -2.32 0.79
2 C -0.14 -0.87 1.24
3 O -0.36 -0.58 2.40
4 C 0.48 0.36 0.50
5 C -0.79 0.94 0.08
6 N 0.17 0.69 -0.93
7 C 0.76 1.70 -1.84
8 H -0.49 -2.89 1.67
9 H -0.78 -2.61 -0.07
10 H 0.87 -2.57 0.57
11 H 1.32 0.80 1.03
12 H -1.32 1.88 0.25
13 H -1.44 -0.18 0.40
14 H 0.59 1.40 -2.89
15 H 1.84 1.78 -1.70
16 H 0.34 2.72 -1.73

So, what does the natural (NBO) scheme give us? The charges, in e, come out as:
1 C -0.706
2 C 0.539
3 O -0.564
4 C -0.180
5 C -0.157
6 N -0.448
7 C -0.406
8 H 0.239
9 H 0.240
10 H 0.237
11 H 0.221
12 H 0.223
13 H 0.161
14 H 0.207
15 H 0.204
16 H 0.188

=====

# 3
DFT (wB97M-V/def2-TZVPD) results for 2 unconnected molecules or ions with the total composition C3H7O3 at a distorted geometry.

ΔE to the lowest compared entry with this formula, charge and spin	78.1	kJ/mol
E_LUMO	4.0378	eV
charge	-1
M	91.09	g/mol
orbital gap	8.44	eV

Element x y z (Å)
1 O 0.07 0.70 -1.97
2 C -0.53 0.37 -3.03
3 O -1.62 -0.18 -3.21
4 H 0.08 0.58 -3.97
5 H -0.98 0.34 -0.46
6 C 0.31 0.25 0.99
7 O -1.00 0.27 0.52
8 C 0.45 -0.72 2.16
9 H 1.01 -0.03 0.25
10 H 0.69 1.25 1.25
11 H 1.46 -1.14 2.21
12 H 0.37 -0.19 3.12
13 H -0.30 -1.50 2.14

So, what does the natural (NBO) scheme give us? The charges, in e, come out as:
1 O -0.815
2 C 0.639
3 O -0.765
4 H -0.015
5 H 0.522
6 C -0.051
7 O -0.772
8 C -0.626
9 H 0.175
10 H 0.126
11 H 0.188
12 H 0.181
13 H 0.213

=====

# 4
DFT (wB97M-V/def2-TZVPD) results for 8 unconnected molecules or ions with the total composition C48H95ClI4N10O10P at a distorted geometry.

E_LUMO	-2.2840	eV
charge	+1
M	1546.39	g/mol
orbital gap	7.59	eV

Element x y z (Å)
1 C -2.15 1.05 -7.34
2 C -0.96 1.62 -7.01
3 C 0.32 1.24 -7.67
4 O 0.37 1.17 -8.86
5 O 1.41 1.08 -6.88
6 C 1.29 0.10 -5.85
7 C 0.81 -1.24 -6.37
8 C 1.01 -2.37 -5.37
9 C 0.13 -2.30 -4.10
10 C -0.22 -3.73 -3.69
11 C -0.75 -4.10 -2.28
12 C -0.05 -3.73 -0.92
13 C 0.07 -5.06 -0.10
14 C -1.20 -5.73 0.38
15 C -1.96 -6.61 -0.57
16 N -1.53 -5.58 1.60
17 C -0.98 -2.83 -0.06
18 Cl -2.82 -3.15 -0.26
19 N -0.71 -2.76 1.29
20 C -1.57 -2.02 2.21
21 C -0.67 -1.56 3.37
22 C 0.07 -0.25 3.02
23 C 1.53 -0.27 3.49
24 N -0.78 -1.43 -0.64
25 C -1.69 -0.99 -1.74
26 C -1.36 0.25 -2.57
27 C -2.39 0.27 -3.71
28 I -1.74 2.05 -1.45
29 C 0.76 -1.41 -0.70
30 C 1.34 -0.09 -1.16
31 C 1.33 -2.90 -0.96
32 C 2.43 -3.13 -2.01
33 I 3.74 -1.52 -2.53
34 C 2.78 -4.28 -2.64
35 C 2.19 -5.64 -2.43
36 I 4.34 -4.47 -4.04
37 P 2.29 -3.04 0.76
38 O 3.25 -1.72 0.59
39 I 3.88 -4.88 0.68
40 H -3.00 1.61 -7.73
41 H -2.26 -0.03 -7.29
42 H -0.89 2.36 -6.22
43 H 2.29 -0.02 -5.46
44 H 0.62 0.46 -5.05
45 H -0.23 -1.23 -6.71
46 H 1.42 -1.48 -7.25
47 H 0.88 -3.32 -5.88
48 H 2.05 -2.34 -5.04
49 H -0.78 -1.77 -4.40
50 H 0.71 -1.74 -3.37
51 H 0.60 -4.36 -4.01
52 H -1.03 -4.03 -4.36
53 H -1.80 -3.85 -2.27
54 H -0.77 -5.19 -2.33
55 H 0.66 -4.93 0.80
56 H 0.56 -5.82 -0.68
57 H -2.76 -6.06 -1.07
58 H -1.29 -6.90 -1.38
59 H -2.31 -7.53 -0.10
60 H -2.37 -6.11 1.83
61 H -0.44 -3.64 1.71
62 H -1.96 -1.10 1.77
63 H -2.37 -2.62 2.63
64 H -1.26 -1.39 4.26
65 H 0.12 -2.30 3.55
66 H 0.04 -0.04 1.94
67 H -0.41 0.59 3.52
68 H 1.52 -0.28 4.58
69 H 2.10 0.59 3.14
70 H 1.98 -1.21 3.16
71 H -0.93 -0.72 0.08
72 H -1.99 -1.78 -2.41
73 H -2.61 -0.70 -1.23
74 H -0.39 0.28 -3.04
75 H -2.47 -0.70 -4.20
76 H -3.38 0.49 -3.30
77 H -2.13 1.06 -4.41
78 H 0.96 -1.26 0.37
79 H 2.30 0.10 -0.70
80 H 0.67 0.69 -0.79
81 H 1.42 0.06 -2.23
82 H 2.34 -6.03 -1.43
83 H 1.14 -5.74 -2.67
84 H 2.68 -6.37 -3.07
85 H 3.43 -1.41 1.49
86 C 6.19 0.25 4.91
87 C 4.92 0.90 5.40
88 O 4.22 1.58 4.66
89 N 4.58 0.71 6.69
90 C 5.29 -0.05 7.71
91 H 6.33 0.49 3.86
92 H 7.05 0.61 5.47
93 H 6.14 -0.84 5.01
94 H 3.73 1.18 6.96
95 H 4.64 -0.84 8.09
96 H 5.56 0.60 8.54
97 H 6.19 -0.49 7.30
98 C 3.89 6.88 7.23
99 C 3.38 5.46 7.26
100 O 2.78 5.00 8.22
101 N 3.63 4.68 6.18
102 C 4.32 5.01 4.95
103 H 3.62 7.37 8.16
104 H 4.98 6.89 7.13
105 H 3.44 7.43 6.41
106 H 3.27 3.74 6.26
107 H 3.65 4.86 4.10
108 H 5.18 4.34 4.83
109 H 4.68 6.03 4.94
110 C -2.88 -7.38 -5.91
111 C -2.27 -7.68 -4.56
112 O -1.84 -6.78 -3.83
113 N -2.22 -8.97 -4.17
114 C -2.68 -10.14 -4.89
115 H -2.85 -6.30 -6.07
116 H -2.32 -7.87 -6.70
117 H -3.92 -7.71 -5.94
118 H -1.80 -9.10 -3.26
119 H -3.44 -10.66 -4.30
120 H -1.85 -10.83 -5.06
121 H -3.11 -9.87 -5.85
122 C -7.86 1.96 -1.17
123 C -6.44 2.42 -0.90
124 O -5.89 2.24 0.17
125 N -5.78 3.03 -1.92
126 C -6.25 3.32 -3.26
127 H -8.24 1.50 -0.27
128 H -8.49 2.81 -1.42
129 H -7.89 1.24 -1.98
130 H -4.84 3.30 -1.67
131 H -5.61 2.83 -4.00
132 H -6.21 4.39 -3.45
133 H -7.26 2.97 -3.40
134 C -0.38 8.80 5.92
135 C 1.05 9.29 5.90
136 O 1.75 9.25 6.91
137 N 1.54 9.77 4.74
138 C 0.87 9.88 3.46
139 H -0.61 8.46 6.92
140 H -1.06 9.61 5.66
141 H -0.51 7.98 5.22
142 H 2.51 10.07 4.78
143 H 1.40 9.30 2.71
144 H 0.85 10.93 3.14
145 H -0.15 9.52 3.53
146 C -5.38 -7.21 -1.64
147 C -6.81 -7.63 -1.40
148 O -7.18 -8.77 -1.60
149 N -7.67 -6.68 -0.95
150 C -7.40 -5.28 -0.66
151 H -4.82 -8.07 -2.00
152 H -5.33 -6.43 -2.40
153 H -4.92 -6.85 -0.72
154 H -8.61 -7.02 -0.80
155 H -7.62 -5.06 0.39
156 H -8.02 -4.64 -1.28
157 H -6.36 -5.04 -0.85
158 C 5.82 11.42 4.85
159 C 5.04 11.09 3.60
160 O 4.05 10.37 3.63
161 N 5.48 11.62 2.43
162 C 6.62 12.48 2.21
163 H 5.34 10.93 5.69
164 H 6.85 11.07 4.77
165 H 5.82 12.50 5.03
166 H 4.91 11.35 1.64
167 H 6.29 13.43 1.77
168 H 7.32 12.00 1.51
169 H 7.14 12.69 3.13

Mulliken atomic charge list, values in e, 99 entries:
1 C -0.583
2 C -0.234
3 C 0.439
4 O -0.485
5 O -0.435
6 C 0.116
7 C -1.007
8 C -0.932
9 C 3.347
10 C -3.528
11 C -0.116
12 C 2.985
13 C -1.051
14 C -0.307
15 C -1.076
16 N -0.566
17 C -2.032
18 Cl -0.141
19 N 1.016
20 C -0.940
21 C -1.169
22 C 0.534
23 C -1.395
24 N 1.023
25 C -1.966
26 C -0.128
27 C -1.644
28 I 0.132
29 C -0.277
30 C -2.781
31 C 1.377
32 C -0.726
33 I 0.113
34 C 0.034
35 C -1.257
36 I 0.126
37 P -0.087
38 O -0.403
39 I -0.134
40 H 0.272
41 H 0.248
42 H 0.512
43 H 0.251
44 H -0.138
45 H 0.344
46 H 0.419
47 H 0.523
48 H 0.049
49 H -0.253
50 H -1.048
51 H 0.724
52 H 0.559
53 H 0.642
54 H -0.615
55 H 0.598
56 H 0.574
57 H -0.062
58 H 0.086
59 H 0.674
60 H 0.314
61 H 0.608
62 H 0.442
63 H 0.437
64 H 0.523
65 H 0.373
66 H -0.307
67 H 0.615
68 H 0.423
69 H 0.429
70 H 0.033
71 H 0.847
72 H 0.799
73 H 0.855
74 H 0.200
75 H 0.321
76 H 0.502
77 H 0.516
78 H 0.251
79 H 0.620
80 H 0.451
81 H 0.151
82 H 0.076
83 H 0.082
84 H 0.794
85 H 0.333
86 C -1.592
87 C 0.954
88 O -0.633
89 N -0.101
90 C -0.919
91 H 0.320
92 H 0.415
93 H 0.411
94 H 0.216
95 H 0.301
96 H 0.309
97 H 0.345
98 C -1.066
99 C 0.825

=====

# 5
DFT (wB97M-V/def2-TZVPD) results for a single C3H2ClFS2 molecule at a distorted geometry.

ΔE to the lowest compared entry with this formula, charge and spin	108.1	kJ/mol
E_LUMO	-0.8458	eV
charge	0
M	156.63	g/mol
orbital gap	8.04	eV

Element x y z (Å)
1 F 1.99 0.53 -1.68
2 C 0.94 0.82 -0.98
3 Cl 0.24 2.44 -1.18
4 C 0.28 -0.11 -0.34
5 S -0.68 0.19 1.10
6 C -1.39 -1.43 1.49
7 S -0.56 -2.66 0.91
8 H 0.83 -1.10 -0.35
9 H -2.06 -1.30 2.45

So, what does the natural (NBO) scheme give us? The charges, in e, come out as:
1 F -0.282
2 C 0.402
3 Cl -0.018
4 C -0.524
5 S 0.340
6 C -0.507
7 S 0.079
8 H 0.263
9 H 0.247

=====

# 6
DFT (wB97M-V/def2-TZVPD) results for 2 unconnected molecules or ions with the total composition C23H22N3O6 at a distorted geometry.

ΔE to the lowest compared entry with this formula, charge and spin	257.0	kJ/mol
E_LUMO	1.3196	eV
charge	-1
M	436.44	g/mol
orbital gap	3.92	eV

Element x y z (Å)
1 C 0.86 1.12 2.86
2 N 0.84 0.64 4.16
3 O 0.00 0.61 5.05
4 O 2.11 0.17 4.46
5 C 2.19 1.10 2.38
6 C 2.94 0.05 3.10
7 C 4.33 0.38 3.50
8 C 4.94 1.43 2.88
9 C 6.35 1.67 3.10
10 N 7.51 1.85 3.24
11 C 4.22 2.29 1.96
12 C 2.86 2.10 1.68
13 H 0.01 1.58 2.37
14 H 2.73 -0.98 2.73
15 H 4.80 -0.23 4.28
16 H 4.76 3.14 1.55
17 H 2.28 2.73 1.00
18 C 1.17 1.97 -5.38
19 N 0.75 0.71 -4.79
20 C 0.23 -0.24 -5.75
21 C 0.39 0.65 -3.47
22 C -0.92 0.25 -3.09
23 C -1.24 0.10 -1.75
24 C -0.23 0.09 -0.74
25 C -0.50 -0.47 0.57
26 C -1.60 -1.26 0.82
27 C -1.91 -1.66 2.21
28 O -1.09 -1.66 3.11
29 O -3.18 -2.12 2.45
30 C -4.10 -2.15 1.33
31 C -5.23 -3.13 1.67
32 C -4.68 -0.79 1.01
33 O -3.42 -2.73 0.19
34 C -2.24 -2.16 -0.18
35 O -1.78 -2.48 -1.26
36 C 1.04 0.64 -1.13
37 C 1.33 0.97 -2.45
38 H 1.60 2.63 -4.61
39 H 1.92 1.76 -6.14
40 H 0.32 2.50 -5.86
41 H 0.20 -1.24 -5.30
42 H -0.78 0.02 -6.11
43 H 0.91 -0.27 -6.61
44 H -1.67 0.08 -3.86
45 H -2.28 -0.06 -1.49
46 H 0.19 -0.35 1.39
47 H -4.80 -4.11 1.90
48 H -5.81 -2.75 2.52
49 H -5.88 -3.22 0.78
50 H -3.90 -0.05 0.77
51 H -5.36 -0.88 0.16
52 H -5.25 -0.42 1.87
53 H 1.80 0.79 -0.34
54 H 2.30 1.38 -2.73

So, what does the natural (NBO) scheme give us? The charges, in e, come out as:
1 C -0.172
2 N 0.389
3 O -0.486
4 O -0.414
5 C -0.222
6 C 0.053
7 C -0.271
8 C -0.177
9 C 0.331
10 N -0.405
11 C -0.382
12 C -0.190
13 H 0.207
14 H 0.161
15 H 0.212
16 H 0.201
17 H 0.196
18 C -0.395
19 N -0.449
20 C -0.403
21 C 0.219
22 C -0.284
23 C -0.113
24 C -0.081
25 C -0.011
26 C -0.394
27 C 0.773
28 O -0.536
29 O -0.517
30 C 0.528
31 C -0.625
32 C -0.668
33 O -0.527
34 C 0.780
35 O -0.580
36 C -0.159
37 C -0.264
38 H 0.215
39 H 0.191
40 H 0.171
41 H 0.218
42 H 0.169
43 H 0.198
44 H 0.214
45 H 0.207
46 H 0.265
47 H 0.233
48 H 0.221
49 H 0.220
50 H 0.232
51 H 0.221
52 H 0.228
53 H 0.253
54 H 0.220

=====

Q: The highest E_LUMO belongs to which entry?
A: C3H7O3